This record from the Open Molecules 2025 dataset describes a cluster of 2 separate species, CH6P2S in total at a distorted geometry. The level of theory is ωB97M-V with the def2-TZVPD basis set.

Cartesian coordinates (Å):
S1 2.780 -0.653 0.598
P1 1.207 0.860 0.263
P2 -2.838 -0.045 0.359
C1 0.079 -0.121 -0.683
H1 -2.666 1.019 -0.641
H2 0.489 0.881 1.407
H3 -0.079 0.354 -1.547
H4 -0.141 -1.198 -0.449
H5 -2.472 -1.187 -0.537
H6 3.642 0.090 1.230

Output
ΔE to the lowest compared entry with this formula, charge and spin = 80.5 kcal per mole
Electronic energy = -30542.90499 eV
Frontier orbital gap (spin up / spin down) = 7.469 / 7.715 eV
LUMO (spin up / spin down) = -1.33 / -1.04 eV
Charge = 0